Below is 10 unconnected molecules or ions with the total composition C44H48Cl4N8 at a distorted geometry, with properties calculated with ωB97M-V/def2-TZVPD.

Computed properties:
ΔE to the lowest compared entry with this formula, charge and spin: 113.3 kJ/mol
Lowest unoccupied orbital energy: 0.14 eV
Electronic energy: -108413.8614 eV
E_HOMO: -9.29 eV
Kohn-Sham gap: 9.43 eV

Last column: Mulliken charge in e.
Element x y z (Å)
C1 -0.7843 -1.5500 -5.5465  -0.333
C2 -0.7390 -2.6349 -6.4765  -0.365
C3 0.4063 -3.4218 -6.5705  -0.406
N1 1.5324 -3.1449 -5.8695  -0.561
C4 1.4963 -2.0885 -4.9618  -0.374
C5 0.3545 -1.3820 -4.7343  -0.436
H1 -1.7598 -1.1017 -5.4290  0.511
H2 -1.5827 -2.9388 -7.0782  0.391
H3 0.4673 -4.3503 -7.1187  0.448
H4 2.3833 -1.8274 -4.4037  0.415
H5 0.3056 -0.6031 -3.9878  0.672
C6 1.3843 -3.0465 4.7070  -0.630
C7 0.7344 -3.2766 5.8997  -0.315
C8 0.7952 -2.2562 6.8686  -0.290
N2 1.4522 -1.1163 6.6876  -0.573
C9 2.0271 -0.8459 5.5082  -0.440
C10 1.9143 -1.7753 4.4684  0.117
H6 1.3024 -3.7933 3.9312  0.482
H7 0.2093 -4.2062 6.0623  0.435
H8 0.3903 -2.4617 7.8485  0.388
H9 2.5578 0.0939 5.4712  0.622
H10 2.3430 -1.4733 3.5242  0.256
C11 -0.5433 -2.9803 1.6959  0.327
C12 -1.4117 -2.7830 2.8232  -0.503
C13 -2.3731 -3.8010 3.1155  -0.237
N3 -2.5540 -4.8595 2.3652  -0.609
C14 -1.8092 -4.9747 1.2526  -0.653
C15 -0.8832 -4.0098 0.8471  -0.638
H11 0.2310 -2.2738 1.4355  0.354
H12 -1.1836 -2.0914 3.6207  0.498
H13 -3.0373 -3.8122 3.9671  0.474
H14 -2.0552 -5.7819 0.5785  0.502
H15 -0.2882 -4.1923 -0.0356  0.465
C16 -2.8845 3.3402 -4.0070  -0.299
C17 -2.8903 2.4346 -2.9511  -0.058
C18 -3.5286 1.1823 -3.1278  0.155
N4 -4.2481 0.8707 -4.2675  -0.523
C19 -4.2526 1.7955 -5.2765  -0.292
C20 -3.7056 3.0601 -5.0931  -0.498
H16 -2.3939 4.3023 -4.0078  0.276
H17 -2.3338 2.7210 -2.0710  0.449
H18 -3.4524 0.4042 -2.3828  0.071
H19 -4.5970 1.4492 -6.2397  0.391
H20 -3.8618 3.7411 -5.9167  0.351
C21 3.7873 2.5234 5.2217  -0.408
C22 3.6564 1.9470 3.9457  -0.185
C23 4.5244 1.0195 3.5211  -0.241
N5 5.6000 0.6298 4.3126  -0.583
C24 5.6238 1.0612 5.5901  -0.316
C25 4.8233 2.0911 6.1146  -0.332
H21 2.9918 3.1299 5.6288  0.379
H22 2.8295 2.1627 3.2853  0.315
H23 4.4211 0.6050 2.5292  0.566
H24 6.3391 0.6710 6.2989  0.364
H25 4.9728 2.5606 7.0757  0.404
C26 4.6932 2.3329 -0.8596  -0.421
C27 3.6856 3.1793 -1.2602  -0.228
C28 3.5333 4.4355 -0.6207  -0.426
N6 4.2594 4.7528 0.4696  -0.606
C29 5.1757 3.9012 0.9728  -0.356
C30 5.3846 2.6285 0.3401  -0.242
H26 4.8511 1.3808 -1.3443  0.410
H27 3.0566 2.8777 -2.0848  0.535
H28 2.8508 5.2084 -0.9419  0.520
H29 5.7600 4.1423 1.8485  0.427
H30 6.1852 2.0214 0.7363  0.437
C31 -1.6032 -3.8763 -3.0028  0.002
C32 -1.6042 -4.9931 -3.8565  -0.364
C33 -2.6328 -5.9374 -3.6581  -0.510
N7 -3.4750 -5.9136 -2.6158  -0.611
C34 -3.4510 -4.8647 -1.8234  -0.415
C35 -2.5782 -3.8158 -1.9890  0.249
H31 -0.8054 -3.1558 -3.1068  0.135
H32 -0.8386 -5.0967 -4.6112  0.459
H33 -2.5453 -6.8004 -4.3015  0.329
H34 -4.1964 -4.8671 -1.0419  0.466
H35 -2.6094 -2.9755 -1.3113  0.230
C36 0.0950 6.7746 0.1534  -0.359
C37 0.1474 5.4186 0.5423  -0.613
C38 -0.6500 4.5106 -0.1477  -0.133
N8 -1.3914 4.8316 -1.2490  -0.157
C39 -1.3416 6.0414 -1.6867  -0.092
C40 -0.6395 7.0857 -1.0343  -0.679
H36 0.6071 7.5439 0.7123  0.402
H37 0.6823 5.1426 1.4390  0.469
H38 -0.6515 3.4841 0.1879  0.358
H39 -1.9455 6.2696 -2.5525  0.359
H40 -0.7292 8.1230 -1.3212  0.394
Cl1 -4.3208 -0.6349 3.5986  -0.201
C41 -4.0594 -0.3376 1.8828  -0.073
C42 -4.3992 -1.5163 1.0165  0.221
Cl2 -4.5547 -1.0435 -0.6956  -0.185
H41 -2.9945 -0.1176 1.8076  -0.190
H42 -4.7380 0.4662 1.5972  0.447
H43 -5.3393 -1.9152 1.3975  0.418
H44 -3.5994 -2.2499 1.1181  -0.385
Cl3 -0.2191 -0.9900 -1.3591  -0.011
C43 -0.2697 0.4542 -0.3440  0.203
C44 1.1891 0.9309 -0.0385  -0.155
Cl4 2.0297 -0.2627 0.9840  -0.227
H45 -0.8028 0.2113 0.5751  0.241
H46 -0.8423 1.2054 -0.8880  -0.358
H47 1.1595 1.8055 0.6114  0.072
H48 1.7789 1.2626 -0.8930  0.239

Forces on atoms 1 to 6 (eV/Å):
0.585 -2.819 -1.036
0.191 0.726 0.786
1.296 0.965 1.624
-0.391 1.298 1.058
-0.221 -2.136 -1.925
-1.788 1.479 -0.620


Below is a molecular structure, C44H48ClN4NaO4 at a distorted geometry, with properties calculated with ωB97M-V/def2-TZVPD.

Computed properties:
Charge: -2
Lowest unoccupied orbital energy: 3.83 eV
Electronic energy: -77498.4724 eV
E_HOMO: -1.77 eV
Kohn-Sham gap: 5.60 eV

Last column: Mulliken charge in e.
Element x y z (Å)
Na1 0.4632 -0.1727 -0.5440  1.006
C1 -4.9421 -1.5536 1.5793  -1.364
C2 -3.8442 -2.2946 2.3498  1.041
C3 -4.4433 -3.0628 3.5283  -1.795
C4 -3.0690 -3.1669 1.3871  1.524
C5 -3.6376 -4.4050 0.9668  -0.619
C6 -3.0830 -5.2103 0.0479  -2.092
C7 -1.9649 -4.7273 -0.7981  0.241
C8 -1.1905 -3.4895 -0.2529  2.001
C9 0.3056 -3.7112 0.0142  1.017
C10 0.4618 -4.6041 1.2456  -1.602
C11 1.0915 -4.2877 -1.1640  -1.723
C12 -1.8283 -2.7924 0.9367  -0.841
N1 -1.1424 -1.7241 1.3852  0.351
C13 -0.8114 -1.5191 2.6418  -0.057
O1 -0.8247 -2.3407 3.5787  -0.803
C14 -0.2800 -0.1380 2.9024  0.401
C15 -0.2787 0.3540 4.2092  -0.839
C16 0.2452 1.6099 4.4490  -0.579
C17 0.7473 2.3281 3.3803  -0.929
C18 0.6998 1.7594 2.1090  -0.188
N2 0.1958 0.5566 1.8821  0.132
C19 1.2898 2.5097 0.9513  0.188
O2 1.5120 3.7335 1.0731  -0.812
N3 1.5228 1.7188 -0.0662  -0.021
C20 2.1518 2.2405 -1.2132  1.625
C21 3.3191 3.1597 -0.8780  -0.526
C22 3.4573 4.3492 -1.4708  -0.116
C23 2.5235 4.8526 -2.4505  -1.210
C24 1.4773 4.1349 -2.8577  -0.988
C25 1.2221 2.7487 -2.3790  1.407
C26 -0.2721 2.5159 -2.1055  2.015
C27 -0.8230 3.6923 -1.2923  -1.861
C28 -1.1264 2.2972 -3.3551  -1.483
C29 4.2788 2.6151 0.1483  1.235
C30 5.1977 3.6652 0.7684  -2.013
C31 5.1232 1.4944 -0.4656  -1.389
H1 -5.5010 -0.8879 2.2393  0.515
H2 -4.4881 -0.9625 0.7878  0.184
H3 -5.6369 -2.2648 1.1309  0.253
H4 -3.1544 -1.5491 2.7503  -0.081
H5 -5.1977 -3.7745 3.1930  0.341
H6 -3.6541 -3.5988 4.0493  0.411
H7 -4.9243 -2.3750 4.2253  0.425
H8 -4.5181 -4.7541 1.4936  0.150
H9 -3.4517 -6.2173 -0.1204  0.566
H10 -1.3095 -5.5657 -1.0557  0.293
H11 0.7251 -2.7200 0.2303  -0.187
H12 -0.0219 -5.5688 1.0815  0.306
H13 1.5171 -4.7735 1.4657  0.468
H14 -0.0011 -4.1311 2.1082  0.349
H15 0.6738 -5.2284 -1.5240  0.306
H16 1.1195 -3.5800 -1.9865  0.341
H17 2.1173 -4.4785 -0.8491  0.455
H18 -0.6799 -0.2597 5.0018  0.481
H19 0.2727 2.0176 5.4544  0.378
H20 1.1877 3.3064 3.4955  0.471
H21 4.2818 5.0000 -1.2103  0.317
H22 2.6934 5.8547 -2.8316  0.315
H23 0.7820 4.5329 -3.5856  0.416
H24 -0.3574 1.6128 -1.4937  -0.744
H25 -0.9853 4.5679 -1.9231  0.403
H26 -1.7763 3.4155 -0.8441  0.448
H27 -0.1318 3.9635 -0.4987  0.380
H28 -0.8511 2.9827 -4.1555  0.104
H29 -1.0147 1.2806 -3.7194  0.261
H30 -2.1779 2.4547 -3.1093  0.515
H31 3.6668 2.1807 0.9450  0.068
H32 5.9277 4.0236 0.0420  0.329
H33 4.6175 4.5038 1.1427  0.472
H34 5.7402 3.2197 1.6018  0.415
H35 5.7432 1.8913 -1.2706  0.267
H36 5.7708 1.0529 0.2926  0.469
H37 4.4718 0.7272 -0.8697  0.250
Cl1 0.7979 0.6442 -8.1033  -0.324
C32 0.8111 0.1773 -6.4192  -0.040
C33 0.2919 -1.0467 -6.0369  -0.967
C34 0.2815 -1.3758 -4.7040  -0.322
C35 0.7877 -0.5232 -3.6763  0.353
O3 0.7249 -0.8531 -2.4596  -0.460
C36 1.3550 0.7126 -4.1401  -0.779
C37 2.0056 1.6834 -3.2113  -0.281
O4 2.6083 1.1436 -2.0405  -0.672
C38 1.3494 1.0397 -5.4829  -0.601
H38 -0.0933 -1.7358 -6.7774  0.424
H39 -0.1401 -2.3231 -4.3987  0.333
H40 2.7916 2.2198 -3.7801  0.682
H41 1.7655 1.9879 -5.8054  0.464
C39 -4.6692 -4.7914 -2.6984  -1.643
C40 -3.8053 -3.6401 -2.2789  0.554
C41 -4.2724 -2.4037 -2.0893  -0.579
C42 -3.3861 -1.3332 -1.6549  -0.638
N4 -2.1563 -1.4509 -1.3938  -0.064
C43 -1.5230 -2.7152 -1.5594  0.070
C44 -2.3501 -3.9189 -2.0749  -0.497
H42 -5.6938 -4.4706 -2.8861  0.401
H43 -4.6787 -5.5411 -1.9058  0.298
H44 -4.2712 -5.2662 -3.5978  0.322
H45 -5.3195 -2.1656 -2.2335  0.296
H46 -3.8163 -0.3421 -1.5523  0.524
H47 -0.6296 -2.5010 -2.1434  -0.803
H48 -1.9417 -4.3753 -2.9857  0.510

Forces on atoms 1 to 6 (eV/Å):
-0.511 -0.524 0.957
0.176 0.004 0.183
-0.023 0.013 -0.026
0.205 0.156 -0.109
0.674 0.821 0.155
-0.015 -0.830 -0.365